{"formula": "C25H27N4SeTc", "method": "ωB97M-V/def2-TZVPD", "spin_multiplicity": 2, "gap_ev": [5.57, 5.62], "charge": 3, "elements": ["Tc", "Se", "N", "N", "N", "N", "C", "C", "C", "C", "C", "C", "C", "C", "C", "C", "C", "C", "C", "C", "C", "C", "C", "C", "C", "C", "C", "C", "C", "C", "C", "H", "H", "H", "H", "H", "H", "H", "H", "H", "H", "H", "H", "H", "H", "H", "H", "H", "H", "H", "H", "H", "H", "H", "H", "H", "H", "H"], "coordinates": [[1.326, -0.099, -0.317], [0.454, -2.334, -0.207], [-2.361, -2.375, -0.869], [2.108, 0.910, -1.959], [-1.991, -1.889, 1.216], [2.739, 0.296, 1.071], [4.526, -0.537, 3.849], [0.010, 1.257, 0.009], [-2.175, -2.737, -2.275], [0.984, 0.743, -2.877], [1.220, 0.144, -4.106], [3.553, 0.460, 1.871], [-0.302, 1.188, -2.503], [-4.895, -2.471, -0.743], [-0.303, 1.772, 1.285], [-1.574, 2.761, -1.016], [-5.680, -2.030, 1.520], [-1.894, 3.239, 0.255], [-3.373, -1.981, 1.090], [-1.413, -2.132, 0.035], [-4.407, -1.846, 2.010], [-5.920, -2.336, 0.167], [0.186, 0.003, -5.014], [4.593, 0.657, 2.870], [-1.085, 0.466, -4.686], [-1.274, 2.740, 1.409], [5.953, 0.696, 2.140], [-1.321, 1.039, -3.448], [4.311, 1.991, 3.590], [-3.608, -2.287, -0.247], [-0.623, 1.768, -1.167], [2.971, 0.548, -2.365], [5.082, 2.123, 4.349], [-4.226, -1.624, 3.053], [-2.788, -3.607, -2.496], [2.222, -0.176, -4.371], [6.010, 1.536, 1.448], [2.278, 1.896, -1.745], [3.567, -0.579, 4.365], [-2.058, 3.194, -1.882], [4.712, -1.483, 3.342], [-6.522, -1.945, 2.193], [6.730, 0.825, 2.892], [0.374, -0.444, -5.982], [-1.485, -1.766, 2.079], [-2.626, 4.032, 0.348], [4.362, 2.837, 2.905], [-1.134, -2.987, -2.457], [-2.473, -1.910, -2.916], [0.224, 1.400, 2.156], [3.342, 1.984, 4.091], [-5.089, -2.717, -1.778], [-1.537, 3.141, 2.379], [6.150, -0.234, 1.608], [-1.893, 0.380, -5.401], [5.306, -0.395, 4.596], [-2.322, 1.372, -3.201], [-6.941, -2.477, -0.163]], "nbo_charge": [0.93, 0.22, -0.31, -0.75, -0.48, -0.56, -0.59, -0.17, -0.42, 0.16, -0.23, 0.69, -0.13, -0.22, -0.16, -0.22, -0.15, -0.05, 0.11, 0.25, -0.22, -0.15, -0.14, -0.19, -0.15, -0.20, -0.59, -0.17, -0.59, 0.16, 0.07, 0.44, 0.26, 0.25, 0.26, 0.25, 0.23, 0.44, 0.23, 0.25, 0.23, 0.26, 0.26, 0.27, 0.45, 0.26, 0.23, 0.24, 0.23, 0.24, 0.23, 0.25, 0.26, 0.23, 0.26, 0.26, 0.24, 0.26]}


{"formula": "C25H27N5O4PtS", "method": "ωB97M-V/def2-TZVPD", "de_lowest_kcal_mol": 18.3, "gap_ev": [6.09, 6.04], "charge": 0, "elements": ["Pt", "S", "O", "O", "O", "O", "N", "N", "N", "N", "N", "C", "C", "C", "C", "C", "C", "C", "C", "C", "C", "C", "C", "C", "C", "C", "C", "C", "C", "C", "C", "C", "C", "C", "C", "C", "H", "H", "H", "H", "H", "H", "H", "H", "H", "H", "H", "H", "H", "H", "H", "H", "H", "H", "H", "H", "H", "H", "H", "H", "H", "H", "H"], "coordinates": [[-0.455, 0.114, -1.769], [1.763, 0.077, -1.375], [-0.859, -0.255, 0.950], [-1.567, -6.318, -1.559], [-2.504, 0.019, -2.203], [-0.408, -1.818, -2.310], [-0.360, 1.999, -1.155], [0.753, 2.520, -0.773], [2.914, 2.217, -0.185], [-0.465, 0.016, 3.166], [3.998, 1.484, -0.294], [-2.740, -2.339, -1.927], [-3.492, 4.798, -1.046], [-3.235, -4.685, -1.500], [-1.145, -0.468, 2.115], [-1.873, -5.011, -1.693], [-1.350, -2.662, -2.069], [-3.639, -3.394, -1.634], [5.962, 2.493, 2.652], [-2.198, 5.203, -1.348], [-3.217, -1.004, -2.096], [4.939, 2.447, 1.724], [1.828, 1.740, -0.752], [6.180, 0.805, 0.460], [-1.415, 2.930, -1.131], [-2.713, 2.531, -0.815], [-0.965, -4.025, -1.980], [0.703, 0.849, 2.917], [5.036, 1.586, 0.625], [7.093, 1.702, 2.499], [-0.853, -0.339, 4.523], [-0.200, -6.680, -1.629], [7.197, 0.867, 1.395], [-4.704, -0.740, -2.166], [-1.167, 4.286, -1.382], [-3.738, 3.460, -0.780], [7.887, 1.733, 3.233], [-2.009, -1.093, 2.408], [5.875, 3.147, 3.511], [-4.685, -3.161, -1.487], [-3.925, -5.475, -1.240], [6.260, 0.151, -0.400], [0.465, 1.605, 2.168], [-1.865, 0.006, 4.745], [-0.160, -7.743, -1.405], [0.391, -6.130, -0.893], [3.971, 0.685, -0.921], [-4.294, 5.523, -1.003], [4.048, 3.050, 1.819], [1.009, 1.333, 3.840], [-0.159, 4.596, -1.613], [0.085, -4.229, -2.131], [-2.903, 1.500, -0.565], [-4.738, 3.140, -0.517], [-1.991, 6.244, -1.560], [-0.172, 0.125, 5.229], [-0.820, -1.420, 4.676], [-5.142, -0.865, -1.174], [1.532, 0.253, 2.526], [0.212, -6.505, -2.626], [-5.209, -1.416, -2.853], [8.080, 0.255, 1.266], [-4.848, 0.288, -2.488]], "nbo_charge": [0.83, -0.23, -0.65, -0.48, -0.65, -0.71, -0.18, -0.16, -0.17, -0.43, -0.38, -0.37, -0.20, -0.32, 0.54, 0.37, 0.55, -0.11, -0.19, -0.22, 0.60, -0.28, 0.11, -0.27, 0.08, -0.14, -0.42, -0.42, 0.23, -0.24, -0.41, -0.26, -0.19, -0.71, -0.19, -0.23, 0.21, 0.11, 0.21, 0.21, 0.22, 0.21, 0.22, 0.20, 0.20, 0.18, 0.39, 0.21, 0.24, 0.20, 0.23, 0.23, 0.23, 0.21, 0.22, 0.21, 0.20, 0.23, 0.21, 0.18, 0.23, 0.21, 0.24]}


{"formula": "C25H27N5O4S", "method": "ωB97M-V/def2-TZVPD", "de_lowest_kcal_mol": 97.6, "gap_ev": 8.91, "charge": 0, "elements": ["S", "O", "O", "O", "O", "N", "N", "N", "N", "N", "C", "C", "C", "C", "C", "C", "C", "C", "C", "C", "C", "C", "C", "C", "C", "C", "C", "C", "C", "C", "C", "C", "C", "C", "C", "H", "H", "H", "H", "H", "H", "H", "H", "H", "H", "H", "H", "H", "H", "H", "H", "H", "H", "H", "H", "H", "H", "H", "H", "H", "H", "H"], "coordinates": [[-0.290, 0.110, -1.595], [-0.873, 1.420, -1.681], [0.385, -0.391, -2.759], [2.186, 2.648, 2.131], [1.194, -2.238, -0.294], [3.317, 0.317, 3.123], [4.706, -0.450, 4.510], [-1.401, -1.006, -1.074], [4.346, 0.741, 4.976], [4.115, -0.722, 3.430], [1.714, 3.879, 1.599], [1.115, 1.373, 0.358], [-5.116, -2.312, -3.690], [3.487, 1.225, 4.121], [-3.993, -0.330, -4.434], [-0.644, -0.143, 3.036], [-5.098, -1.166, -4.466], [3.464, -2.834, -1.043], [1.470, -1.014, 0.245], [-4.036, -2.618, -2.880], [2.529, 4.350, 0.401], [-1.488, 2.019, 2.447], [-1.746, -2.098, -1.961], [1.930, 1.491, 1.478], [-0.789, 1.205, 3.321], [-1.196, -0.672, 1.884], [-2.034, 1.491, 1.289], [-2.465, -0.444, -0.262], [2.507, 0.311, 1.984], [-2.911, -0.640, -3.631], [-1.893, 0.142, 0.998], [1.999, -2.632, -1.410], [-2.924, -1.789, -2.848], [0.878, 0.149, -0.231], [2.289, -0.911, 1.364], [-0.362, 1.617, 4.224], [3.918, -1.895, -0.735], [-4.055, -3.513, -2.274], [3.999, -3.213, -1.909], [1.553, -3.576, -1.730], [-2.046, 0.007, -3.602], [-1.612, 3.069, 2.671], [-3.156, -1.257, -0.018], [-5.975, -2.967, -3.712], [-3.012, 0.326, -0.821], [1.830, 4.581, 2.429], [-1.940, -2.987, -1.351], [2.990, 2.166, 4.186], [-3.975, 0.565, -5.038], [3.557, -3.552, -0.231], [0.608, 2.218, -0.076], [1.900, -1.895, -2.214], [2.431, 3.662, -0.435], [2.180, 5.331, 0.090], [2.752, -1.793, 1.780], [-0.856, -2.275, -2.569], [-0.105, -0.785, 3.718], [-5.942, -0.925, -5.095], [-1.082, -1.721, 1.658], [-2.567, 2.130, 0.601], [0.651, 3.801, 1.350], [3.580, 4.420, 0.672]], "nbo_charge": [2.32, -0.95, -0.95, -0.52, -0.53, -0.21, -0.05, -0.68, -0.30, -0.07, -0.06, -0.31, -0.21, 0.16, -0.22, -0.20, -0.21, -0.64, 0.28, -0.21, -0.64, -0.23, -0.24, 0.36, -0.22, -0.23, -0.22, -0.27, 0.09, -0.16, 0.05, -0.07, -0.06, -0.26, -0.24, 0.22, 0.21, 0.21, 0.22, 0.19, 0.21, 0.21, 0.22, 0.21, 0.22, 0.20, 0.21, 0.24, 0.22, 0.21, 0.26, 0.20, 0.22, 0.22, 0.26, 0.25, 0.22, 0.21, 0.22, 0.22, 0.18, 0.22]}


Quick rundown of DFT total energy, same order as above: -3669.1246; -2061.0670; -1941.7215 a.u.